{"formula": "C17H24N2O7S3", "method": "ωB97M-V with the def2-TZVPD basis set", "elements": ["C", "N", "C", "O", "C", "H", "H", "O", "C", "O", "C", "C", "C", "N", "S", "O", "O", "C", "C", "C", "C", "S", "H", "H", "H", "C", "C", "H", "H", "H", "H", "H", "H", "H", "H", "H", "C", "C", "H", "H", "S", "O", "O", "C", "C", "H", "H", "H", "H", "H", "H", "H", "H"], "xyz": [[1.762, -0.707, -4.426], [0.658, -0.897, -3.510], [0.249, 0.068, -2.658], [-0.673, -0.080, -1.881], [1.005, 1.402, -2.705], [0.599, 2.050, -3.484], [2.077, 1.244, -2.852], [0.792, 2.081, -1.479], [1.244, 1.424, -0.401], [1.892, 0.412, -0.483], [0.898, 2.153, 0.883], [1.298, 1.324, 2.106], [0.400, 0.090, 2.238], [-1.002, 0.417, 2.197], [-1.836, 0.559, 3.608], [-3.230, 0.597, 3.288], [-1.337, -0.434, 4.511], [-1.445, 2.148, 4.319], [-2.118, 3.318, 4.147], [-1.538, 4.382, 4.873], [-0.444, 3.989, 5.579], [-0.106, 2.312, 5.381], [0.182, 4.585, 6.212], [-1.922, 5.386, 4.870], [-2.996, 3.395, 3.534], [-1.422, 1.212, 1.070], [-0.597, 2.495, 0.939], [-0.893, 3.024, 0.033], [-0.776, 3.145, 1.798], [-2.479, 1.434, 1.220], [-1.313, 0.611, 0.161], [0.576, -0.425, 3.182], [0.612, -0.596, 1.412], [2.333, 0.994, 2.007], [1.218, 1.947, 2.998], [1.474, 3.087, 0.864], [0.028, -2.202, -3.354], [-0.312, -2.873, -4.668], [-0.440, -2.182, -5.494], [-1.181, -3.516, -4.576], [1.108, -3.979, -5.024], [0.642, -5.322, -5.210], [1.919, -3.413, -6.074], [1.955, -3.804, -3.414], [0.901, -3.175, -2.530], [0.250, -3.953, -2.131], [1.341, -2.635, -1.690], [2.827, -3.177, -3.567], [2.253, -4.793, -3.086], [-0.883, -1.993, -2.779], [2.715, -0.647, -3.892], [1.816, -1.534, -5.130], [1.624, 0.211, -4.998]], "smiles": "CN(C(=O)COC(=O)C1CCN(S(=O)(=O)c2cccs2)CC1)[C@@H]1CCS(=O)(=O)C1", "homo_lumo_gap_ev": 9.451, "relative_energy_kcal_mol": 0.0, "e_homo_ha": -0.333, "max_force_ev_per_a": 1.2}

{"formula": "C17H24N3O2PdS6", "method": "ωB97M-V with the def2-TZVPD basis set", "elements": ["Pd", "C", "C", "S", "C", "C", "S", "C", "C", "S", "C", "C", "S", "H", "H", "H", "H", "H", "H", "H", "H", "H", "H", "H", "H", "H", "H", "H", "H", "N", "C", "C", "C", "C", "C", "C", "S", "O", "O", "N", "C", "S", "C", "C", "N", "H", "H", "H", "H", "H", "H", "H", "H"], "xyz": [[0.861, 0.828, 1.181], [-0.813, 3.295, 2.342], [-1.810, 2.838, 1.291], [-1.231, 1.540, 0.142], [-0.536, 2.501, -1.240], [0.785, 3.216, -0.993], [2.153, 2.052, -0.635], [3.086, 2.983, 0.631], [3.913, 2.058, 1.513], [3.004, 0.776, 2.446], [2.531, 1.611, 3.992], [1.396, 2.620, 3.902], [-0.136, 1.867, 3.255], [-1.310, 3.954, 3.055], [0.025, 3.826, 1.896], [-2.156, 3.688, 0.702], [-2.677, 2.389, 1.777], [-1.295, 3.224, -1.542], [-0.442, 1.769, -2.042], [0.714, 3.913, -0.162], [1.053, 3.773, -1.890], [2.369, 3.555, 1.215], [3.760, 3.674, 0.123], [4.485, 2.644, 2.234], [4.619, 1.493, 0.904], [3.425, 2.089, 4.392], [2.259, 0.790, 4.656], [1.660, 3.456, 3.259], [1.185, 3.005, 4.899], [-4.395, -5.894, -1.664], [-3.652, -4.795, -1.977], [-3.777, -3.613, -1.225], [-3.007, -2.513, -1.522], [-2.099, -2.574, -2.578], [-1.955, -3.734, -3.331], [-2.736, -4.832, -3.039], [-1.061, -1.206, -2.895], [-0.046, -1.592, -3.843], [-1.814, -0.016, -3.134], [-0.352, -0.954, -1.397], [0.685, -1.599, -0.989], [1.600, -2.825, -1.937], [2.676, -2.965, -0.649], [2.354, -2.098, 0.386], [1.262, -1.359, 0.236], [-5.116, -5.836, -0.969], [-4.388, -6.697, -2.264], [-4.491, -3.573, -0.411], [-3.101, -1.597, -0.951], [-1.241, -3.758, -4.143], [-2.646, -5.733, -3.634], [3.505, -3.657, -0.677], [2.921, -2.008, 1.303]], "total_charge": 1, "homo_lumo_gap_ev": [8.085, 5.556], "relative_energy_kcal_mol": 8.2, "e_homo_ha": [-0.367, -0.383], "max_force_ev_per_a": 0.5, "spin_multiplicity": 3}

{"formula": "C17H24N4O3", "method": "ωB97M-V with the def2-TZVPD basis set", "elements": ["C", "N", "C", "C", "C", "C", "C", "C", "C", "C", "O", "N", "C", "C", "O", "N", "C", "C", "O", "C", "C", "H", "H", "H", "H", "H", "H", "H", "H", "H", "H", "H", "H", "H", "H", "H", "H", "H", "C", "N", "C", "H", "H", "H", "H", "H", "H", "H"], "xyz": [[-5.793, 0.035, 0.084], [-4.709, 0.542, 0.903], [-5.089, 1.677, 1.726], [-3.407, 0.027, 0.819], [-2.512, 0.465, -0.194], [-1.236, -0.060, -0.279], [-0.762, -0.954, 0.700], [0.639, -1.321, 0.771], [1.698, -0.464, 0.803], [3.036, -1.070, 0.716], [3.236, -2.273, 0.520], [4.133, -0.203, 0.860], [5.455, -0.787, 0.848], [4.052, 1.195, 0.852], [5.039, 1.924, 0.849], [2.760, 1.736, 0.853], [2.739, 3.175, 0.985], [1.571, 0.995, 1.020], [0.531, 1.585, 1.316], [-1.685, -1.486, 1.623], [-2.964, -0.973, 1.718], [-5.454, -0.806, -0.533], [-6.618, -0.298, 0.732], [-6.175, 0.838, -0.564], [-4.239, 2.057, 2.306], [-5.482, 2.483, 1.087], [-5.898, 1.386, 2.413], [-2.846, 1.234, -0.889], [-0.558, 0.186, -1.104], [0.878, -2.379, 0.899], [6.172, 0.025, 0.896], [5.572, -1.446, 1.716], [5.599, -1.374, -0.066], [1.709, 3.518, 1.001], [3.248, 3.472, 1.910], [3.285, 3.616, 0.146], [-1.343, -2.273, 2.296], [-3.646, -1.322, 2.492], [-0.284, -1.533, -3.428], [0.783, -0.730, -2.877], [2.123, -1.249, -3.018], [-1.243, -1.034, -3.243], [-0.195, -1.719, -4.512], [-0.300, -2.501, -2.908], [0.715, 0.246, -3.133], [2.841, -0.528, -2.606], [2.210, -2.181, -2.442], [2.415, -1.452, -4.065]], "smiles": "CN1C(=O)C(=Cc2ccc(N(C)C)cc2)C(=O)N(C)C1=O.CNC", "homo_lumo_gap_ev": 7.355, "relative_energy_kcal_mol": 46.0, "e_homo_ha": -0.299, "max_force_ev_per_a": 1.8}